Entry 1:
8
Properties=species:S:1:pos:R:3:nbo_charge:R:1 method="wB97M-V/def2-TZVPD" total_energy_ha=-3498.8160 lumo_energy_ev="-1.94 / -1.10" relative_energy_kcal_mol=59.6
C -0.13662 0.07313 0.01500 -0.52
Si -3.14204 0.01660 0.26321 0.58
Br -3.14222 0.07032 2.52527 -0.31
I -4.32137 2.03992 -0.51630 -0.16
I -4.32193 -2.04231 -0.42489 -0.15
H -0.07536 0.45201 -0.98939 0.19
H 0.07707 0.76407 0.80236 0.19
H 0.09845 -0.96039 0.15755 0.19

---

Entry 2:
9
Properties=species:S:1:pos:R:3:nbo_charge:R:1 method="wB97M-V/def2-TZVPD" total_energy_ha=-2873.6562 lumo_energy_ev="-1.51 / -1.51" relative_energy_kcal_mol=95.5
C 0.04601 -0.55663 0.43395 -0.08
N -0.98191 0.99315 -0.68345 -0.76
N -0.61762 -0.37896 1.70067 0.46
O 0.08107 0.04709 2.58219 -0.36
O -1.83537 -0.63836 1.66797 -0.38
Br -2.77201 0.94280 -0.49856 0.31
H -0.34618 -1.27351 -0.14258 0.20
H 1.09757 -0.24302 0.08857 0.24
H -0.49977 1.82374 -0.34788 0.36

---

Entry 3:
8
Properties=species:S:1:pos:R:3:nbo_charge:R:1 method="wB97M-V/def2-TZVPD" total_energy_ha=-3162.4398 lumo_energy_ev="-2.68 / -2.50" relative_energy_kcal_mol=76.1
C 1.16613 0.26625 -0.17076 -0.69
O -0.60264 -1.83465 0.81163 -0.88
O -0.94167 0.63501 0.33762 -0.71
S -0.59012 -0.77655 -0.19648 1.53
Br -3.16179 0.53725 0.03525 0.03
H 1.78791 -0.32809 -0.81109 0.22
H 1.41389 0.38076 0.86227 0.24
H 0.92829 1.12002 -0.86843 0.24